Entry 1:
{
  "formula": "C4H6O2",
  "method": "wB97M-V/def2-TZVPD",
  "species": ["C", "C", "O", "C", "C", "O", "H", "H", "H", "H", "H", "H"],
  "positions_angstrom": [[0.73313, -0.40525, 1.42656], [0.66249, 0.72404, 0.42657], [1.45766, 0.67084, -0.73539], [0.05821, 0.90249, -0.92327], [-0.58172, -0.33163, -1.03245], [-1.91581, -0.49779, -1.03445], [-0.27172, -0.73227, 1.71601], [1.30254, -1.27546, 1.07252], [1.21923, -0.02711, 2.33264], [-2.34138, 0.35891, -0.89307], [-0.30487, 1.86619, -1.28226], [-0.01776, -1.25296, -1.07341]],
  "mulliken_charge": [-0.928, 0.035, -0.361, -0.010, -0.288, -0.468, 0.273, 0.309, 0.282, 0.323, 0.395, 0.440],
  "max_force_ev_per_a": 0.4,
  "de_lowest_ev": 5.157,
  "orbital_gap_ev": [8.00, 7.68],
  "lumo_energy_ev": [0.640, 0.650]
}



Entry 2:
{
  "formula": "C28H29CrF3N4O2SbTe4",
  "method": "wB97M-V/def2-TZVPD",
  "species": ["Cr", "N", "C", "C", "C", "C", "N", "H", "H", "H", "H", "H", "H", "H", "H", "H", "H", "H", "H", "O", "N", "N", "O", "C", "C", "C", "C", "C", "C", "H", "H", "H", "H", "H", "Te", "Te", "Te", "Te", "F", "C", "C", "C", "C", "C", "C", "Sb", "C", "C", "C", "C", "F", "C", "C", "C", "C", "C", "C", "F", "C", "C", "H", "H", "H", "H", "H", "H", "H", "H", "H", "H", "H", "H"],
  "positions_angstrom": [[1.18195, -0.32383, 0.45170], [0.11446, 1.07653, 1.80174], [-0.20243, 0.93747, 3.23540], [-1.33854, -0.04374, 3.46373], [-0.99786, -1.52343, 3.25331], [-1.15002, -2.04889, 1.82689], [0.11129, -2.01909, 1.05486], [0.76393, 1.85038, 1.67215], [-0.73525, 1.35610, 1.31409], [-0.47451, 1.91398, 3.64719], [0.70163, 0.59067, 3.73899], [-2.18207, 0.23120, 2.81719], [-1.69044, 0.09568, 4.48766], [-1.66001, -2.11369, 3.88841], [0.01986, -1.72815, 3.60339], [-1.89997, -1.47467, 1.27695], [-1.49068, -3.08690, 1.85994], [-0.03105, -2.52125, 0.17776], [0.79971, -2.59221, 1.55799], [-0.18259, 0.20688, -0.94022], [0.11376, 1.21037, -1.68660], [1.20593, 1.76808, -1.36643], [1.93068, 1.35375, -0.34242], [1.62458, 2.93381, -2.07267], [1.01119, 3.26858, -3.27483], [1.41267, 4.42704, -3.91623], [2.40922, 5.22586, -3.37149], [3.01522, 4.86594, -2.17848], [2.62805, 3.71118, -1.51454], [0.23821, 2.63753, -3.68723], [0.94701, 4.70269, -4.85251], [2.71873, 6.12622, -3.88436], [3.79819, 5.48270, -1.75884], [3.09650, 3.40228, -0.59267], [3.21311, -0.58820, 2.30537], [3.17356, -3.26603, 2.56396], [2.82515, -4.08111, -0.05915], [2.54138, -1.71017, -1.29246], [-9.60702, 1.11668, -0.29861], [-8.26135, 1.09969, -0.34123], [-7.62871, 1.35237, -1.54193], [-6.24205, 1.32483, -1.57724], [-5.50085, 1.04798, -0.43429], [-6.17821, 0.78783, 0.75388], [-7.56258, 0.82053, 0.81708], [-3.36788, 0.86633, -0.45805], [-2.96290, 2.82915, 0.32326], [-1.72011, 3.40887, 0.07208], [-1.37581, 4.64506, 0.59787], [-2.30075, 5.29631, 1.39111], [-1.97932, 6.49586, 1.91010], [-3.54638, 4.76281, 1.65779], [-3.87027, 3.52674, 1.11397], [-3.06267, 1.40108, -2.49807], [-2.75137, 0.39196, -3.40444], [-2.48238, 0.67993, -4.73414], [-2.51872, 2.00068, -5.13620], [-2.24457, 2.29520, -6.42220], [-2.81734, 3.03219, -4.26652], [-3.08795, 2.71997, -2.94235], [-8.21680, 1.56241, -2.42454], [-5.73889, 1.52480, -2.51520], [-5.62587, 0.54631, 1.65652], [-8.09924, 0.62196, 1.73437], [-1.01058, 2.91189, -0.58204], [-0.41927, 5.10671, 0.39209], [-4.24530, 5.31391, 2.27194], [-4.85336, 3.11479, 1.30831], [-2.69319, -0.63889, -3.07435], [-2.23457, -0.09373, -5.44755], [-2.83295, 4.05176, -4.62702], [-3.31446, 3.52360, -2.25083]],
  "mulliken_charge": [0.481, 0.433, -0.680, -0.219, -0.838, -0.247, -0.254, 0.395, -0.469, 0.371, 0.299, -0.115, 0.416, 0.427, 0.326, 0.038, 0.409, 0.266, -0.047, -0.179, -0.192, 0.759, -0.744, 0.138, -0.094, -0.591, -0.484, -0.653, -0.597, 0.439, 0.432, 0.402, 0.398, 0.495, -0.079, -0.208, -0.170, 0.016, -0.330, 0.324, -0.766, -0.163, -0.043, -0.469, -0.653, 1.283, -0.056, -0.005, -0.713, 0.070, -0.351, -0.719, -0.425, -0.222, -0.739, -0.661, 0.470, -0.374, -0.838, -0.028, 0.440, 0.372, 0.366, 0.442, 0.498, 0.595, 0.448, 0.387, 0.438, 0.428, 0.461, 0.456],
  "multiplicity": 4,
  "max_force_ev_per_a": 0.9,
  "s_squared": 3.8820,
  "de_lowest_ev": 0.000,
  "orbital_gap_ev": [5.98, 6.05],
  "lumo_energy_ev": [-0.562, -0.450]
}